Entry 1:
{
  "formula": "C11H14IO5P",
  "method": "wB97M-V/def2-TZVPD",
  "homo_ha": -0.353,
  "smiles": "CC[C@@H](I)O[P@@](=O)(O)OCC(=O)c1ccccc1",
  "elements": ["C", "C", "C", "I", "O", "P", "O", "O", "O", "C", "C", "O", "C", "C", "C", "C", "C", "C", "H", "H", "H", "H", "H", "H", "H", "H", "H", "H", "H", "H", "H", "H"],
  "positions_angstrom": [[5.940, -0.119, 0.766], [4.557, 0.225, 0.207], [3.535, -0.827, 0.632], [2.389, -0.175, 2.332], [2.765, -1.313, -0.479], [1.590, -0.437, -1.070], [1.774, 1.008, -1.078], [1.445, -1.018, -2.547], [0.306, -0.958, -0.309], [-0.851, -0.162, -0.531], [-2.084, -0.936, -0.129], [-2.074, -2.111, 0.054], [-3.310, -0.108, 0.050], [-3.650, 0.837, -0.921], [-4.794, 1.610, -0.749], [-5.585, 1.458, 0.387], [-5.233, 0.514, 1.346], [-4.100, -0.279, 1.185], [5.860, -0.630, 1.722], [6.517, 0.777, 0.956], [6.499, -0.768, 0.100], [4.276, 1.189, 0.608], [4.584, 0.282, -0.874], [4.055, -1.698, 0.996], [1.592, -1.974, -2.552], [-0.962, 0.142, -1.571], [-0.806, 0.741, 0.071], [-3.050, 0.962, -1.805], [-5.074, 2.339, -1.494], [-6.464, 2.060, 0.542], [-5.827, 0.382, 2.236], [-3.820, -1.014, 1.919]],
  "forces_ev_per_angstrom": [[-0.1, -0.1, 0.1], [0.3, 0.0, 0.6], [0.3, -0.1, -0.5], [0.0, -0.1, 0.0], [-0.2, 0.0, 0.7], [0.0, 0.4, -0.8], [0.0, 0.1, 0.1], [0.2, -0.2, 0.2], [0.0, 0.0, -0.1], [-0.2, 0.0, 0.4], [-0.2, 0.8, -0.1], [0.1, -1.3, 0.3], [-0.1, 0.2, -0.2], [-0.5, 0.1, 0.6], [-0.1, 0.0, 0.1], [0.5, -0.4, 0.0], [0.3, -0.2, 0.0], [-0.2, 0.4, -0.5], [-0.1, 0.0, 0.2], [0.2, 0.2, -0.1], [0.1, -0.1, -0.1], [-0.3, 0.3, -0.3], [-0.1, 0.1, -0.2], [-0.1, -0.3, 0.1], [-0.1, 0.0, -0.2], [0.1, 0.0, -0.2], [0.1, 0.2, 0.1], [0.1, 0.0, -0.2], [0.0, 0.1, -0.1], [-0.1, 0.1, -0.1], [-0.2, 0.1, 0.1], [0.0, -0.2, 0.1]]
}

Entry 2:
{
  "formula": "C11H14IrN5O2S2",
  "method": "wB97M-V/def2-TZVPD",
  "charge": 3,
  "spin_multiplicity": 2,
  "homo_ha": [-0.659, -0.659],
  "elements": ["Ir", "O", "S", "N", "N", "C", "H", "S", "C", "N", "C", "C", "C", "C", "H", "H", "H", "H", "H", "N", "C", "N", "C", "C", "O", "C", "C", "H", "H", "H", "H", "H", "H", "H", "H"],
  "positions_angstrom": [[-0.068, 0.493, 0.496], [2.569, -2.455, 0.357], [2.440, -1.383, -0.570], [1.372, -0.316, -0.218], [-2.589, -0.934, -0.463], [-1.656, -0.391, -0.089], [-3.416, -1.417, -0.798], [0.087, -1.083, 2.380], [0.076, -0.385, 4.003], [0.020, -1.302, 4.992], [0.003, -0.974, 6.301], [0.037, 0.346, 6.675], [0.095, 1.314, 5.681], [0.117, 0.950, 4.338], [0.001, -2.290, 4.754], [-0.044, -1.796, 7.003], [0.026, 0.608, 7.723], [0.120, 2.362, 5.953], [0.169, 1.698, 3.560], [-0.189, 2.440, 0.754], [-0.112, 3.608, 0.549], [-0.062, 4.848, 0.356], [-0.142, 5.448, -1.021], [1.066, 6.355, -1.218], [1.185, 7.280, -0.163], [1.357, 6.689, 1.101], [0.150, 5.837, 1.465], [-1.058, 6.036, -1.072], [-0.178, 4.659, -1.769], [0.919, 6.928, -2.131], [1.977, 5.753, -1.317], [1.449, 7.496, 1.826], [2.269, 6.078, 1.130], [-0.740, 6.464, 1.523], [0.292, 5.316, 2.409]],
  "forces_ev_per_angstrom": [[0.3, -0.1, 2.9], [-0.4, -0.2, 0.0], [0.6, 0.3, 0.2], [0.2, -1.0, -1.3], [-0.1, 0.0, 0.0], [0.2, -0.5, -0.2], [0.0, 0.1, 0.0], [-0.3, 0.2, -1.1], [-0.1, 0.6, -0.2], [0.0, -0.1, -0.1], [0.0, 0.0, 0.0], [0.0, 0.0, 0.0], [0.0, 0.0, -0.1], [0.0, 0.0, 0.1], [0.0, 0.0, 0.0], [0.0, 0.0, 0.0], [0.0, 0.0, 0.0], [0.0, 0.0, 0.0], [0.0, 0.0, 0.0], [-0.2, 0.8, -0.3], [-0.3, -0.3, 0.1], [-0.1, 0.1, 0.0], [0.0, 0.2, -0.2], [0.2, -0.1, 0.2], [-0.2, 0.1, 0.0], [0.1, -0.1, -0.2], [0.1, 0.3, 0.1], [-0.1, -0.1, 0.2], [0.0, -0.1, 0.1], [0.0, 0.0, 0.0], [0.0, 0.0, 0.0], [0.0, 0.0, 0.0], [0.0, 0.0, 0.0], [-0.1, -0.1, -0.1], [0.0, -0.1, -0.1]]
}

Entry 3:
{
  "formula": "C11H14N2",
  "method": "wB97M-V/def2-TZVPD",
  "homo_ha": -0.319,
  "smiles": "Cc1c[nH]cn1.Cc1ccccc1",
  "elements": ["C", "C", "C", "C", "C", "C", "C", "H", "H", "H", "H", "H", "H", "H", "H", "C", "C", "C", "C", "N", "N", "H", "H", "H", "H", "H", "H"],
  "positions_angstrom": [[1.253, -1.901, -0.415], [-1.990, -3.743, -0.995], [-2.875, -2.817, -0.527], [-0.579, -3.474, -0.953], [-0.229, -2.236, -0.427], [-2.493, -1.489, -0.181], [-1.153, -1.216, -0.106], [-2.316, -4.722, -1.338], [-3.919, -3.030, -0.490], [0.261, -4.116, -1.120], [-3.201, -0.707, 0.083], [1.538, -2.152, 0.618], [1.576, -0.856, -0.438], [-0.664, -0.316, 0.282], [1.911, -2.536, -1.025], [2.497, 2.452, 1.749], [0.393, 2.863, -1.084], [1.355, 2.689, 0.833], [0.314, 3.562, 1.036], [1.375, 2.237, -0.466], [-0.366, 3.528, -0.186], [0.164, 2.649, -2.111], [-1.018, 4.249, -0.448], [-0.171, 4.081, 1.831], [3.388, 2.669, 1.135], [2.571, 1.365, 1.997], [2.379, 2.966, 2.745]],
  "forces_ev_per_angstrom": [[0.5, -0.5, 1.9], [2.2, -1.0, 0.1], [-0.4, 1.8, -0.3], [-2.1, 1.5, 1.2], [1.0, 0.8, -1.8], [0.2, -0.7, 0.4], [1.3, -0.8, 0.2], [-0.2, 0.2, 0.1], [-0.6, -0.3, -0.2], [-0.2, -0.8, -0.6], [-0.2, -0.4, 0.0], [0.3, -0.2, 0.0], [-0.6, 0.0, -0.7], [-0.8, 0.1, -0.3], [-0.5, 0.3, -0.2], [0.0, -1.3, 0.6], [0.3, -1.7, 1.0], [-0.2, 1.0, 0.6], [-0.6, -1.3, -1.7], [0.2, 0.7, -0.2], [0.0, 1.5, -0.3], [-0.4, 0.4, -0.1], [-0.2, -0.1, 0.0], [0.3, 0.1, 0.6], [0.0, 0.3, 0.9], [0.0, 0.6, -0.2], [0.4, -0.1, -1.3]]
}

Entry 4:
{
  "formula": "C11H14N2O",
  "method": "wB97M-V/def2-TZVPD",
  "homo_ha": -0.294,
  "smiles": "Cc1ccc(O)cc1.Cc1c[nH]cn1",
  "elements": ["C", "C", "C", "C", "N", "N", "H", "H", "H", "H", "H", "H", "C", "C", "C", "C", "C", "C", "C", "O", "H", "H", "H", "H", "H", "H", "H", "H"],
  "positions_angstrom": [[2.403, -1.477, -0.402], [2.050, -1.087, -1.795], [0.617, -0.819, -3.407], [2.748, -0.444, -2.789], [0.800, -1.378, -2.250], [1.788, -0.223, -3.809], [-0.259, -0.720, -4.024], [1.575, -1.951, 0.118], [2.724, -0.533, 0.057], [1.830, 0.583, -4.415], [3.745, -0.142, -3.098], [3.209, -2.204, -0.352], [-1.064, 1.996, 3.669], [-1.758, -0.373, 0.173], [-0.868, 0.713, 0.061], [-2.459, -0.677, 1.358], [-0.712, 1.407, 1.238], [-2.162, 0.084, 2.512], [-1.198, 1.058, 2.511], [-2.202, -1.126, -0.873], [-1.479, -1.132, -1.523], [-0.403, 0.976, -0.873], [-3.303, -1.342, 1.310], [0.065, 2.191, 1.220], [-2.540, -0.226, 3.524], [-0.892, 1.519, 4.632], [-1.967, 2.581, 3.810], [-0.288, 2.748, 3.418]],
  "forces_ev_per_angstrom": [[0.7, 0.4, -0.2], [0.6, -0.8, -0.6], [1.8, 1.1, -0.4], [-1.2, 0.7, -1.3], [-1.9, -0.1, 0.4], [0.0, -0.4, 0.7], [-0.3, -0.3, 0.2], [-0.3, 0.4, -0.1], [-0.1, -0.5, 0.5], [0.1, -0.4, -0.3], [-0.1, -0.1, 1.0], [0.3, 0.1, -0.1], [0.7, 0.8, -0.2], [-1.6, -0.2, 0.4], [-1.4, -1.4, 1.0], [1.1, 1.9, 0.4], [2.6, 1.0, 0.8], [-0.3, -2.3, 0.9], [-1.0, 1.0, -1.5], [1.0, 0.1, -0.9], [-0.2, -0.3, 0.0], [0.1, 0.1, -0.1], [0.2, -0.4, 0.1], [-0.6, 0.0, 0.0], [-0.2, 0.4, -1.2], [0.4, -0.1, -0.1], [-0.3, 0.0, -0.1], [-0.1, -0.5, 0.5]]
}

Entry 5:
{
  "formula": "C11H14N2O4S2Se2Ti",
  "method": "wB97M-V/def2-TZVPD",
  "charge": -2,
  "spin_multiplicity": 3,
  "homo_ha": [-0.028, -0.036],
  "elements": ["Ti", "O", "C", "C", "C", "O", "C", "Se", "C", "Se", "H", "H", "H", "H", "H", "H", "H", "H", "H", "H", "S", "C", "C", "C", "C", "C", "N", "H", "H", "H", "H", "O", "O", "S", "C", "N"],
  "positions_angstrom": [[-0.196, -1.234, -0.067], [-3.637, 3.167, 0.603], [-2.355, 3.539, 0.061], [-1.459, 2.312, -0.115], [-0.205, 2.814, -0.831], [-0.493, 3.332, -2.139], [-1.131, 1.755, 1.288], [0.555, 0.731, 1.493], [-2.242, 1.302, -0.991], [-1.185, 0.046, -2.096], [-4.194, 3.951, 0.599], [-1.856, 4.242, 0.738], [-2.476, 4.022, -0.912], [0.530, 2.012, -0.883], [0.240, 3.628, -0.251], [-0.535, 2.558, -2.717], [-1.934, 1.097, 1.608], [-1.063, 2.579, 2.000], [-2.869, 1.844, -1.697], [-2.895, 0.696, -0.365], [0.420, -3.164, -1.831], [1.280, -3.488, -0.380], [2.117, -4.609, -0.151], [2.689, -4.784, 1.073], [2.452, -3.850, 2.089], [1.655, -2.767, 1.805], [1.088, -2.584, 0.610], [2.269, -5.310, -0.960], [3.321, -5.646, 1.260], [2.892, -3.955, 3.071], [1.454, -1.989, 2.531], [-1.888, -2.025, -0.077], [-1.600, -1.374, 1.089], [2.569, -0.439, -1.390], [3.877, 0.484, -1.859], [4.804, 1.109, -2.206]],
  "forces_ev_per_angstrom": [[2.5, 2.7, -2.4], [0.1, 0.1, 0.0], [-0.1, -0.1, 0.1], [-0.3, 0.0, 0.0], [0.0, 0.1, -0.1], [0.0, 0.0, 0.2], [0.2, -0.2, -0.1], [-0.1, 0.1, 0.1], [0.2, -0.1, 0.0], [-0.3, 0.2, 0.0], [0.1, -0.1, 0.0], [0.0, 0.0, 0.0], [-0.1, 0.0, 0.0], [0.0, 0.0, 0.0], [0.0, 0.1, 0.0], [0.1, -0.1, 0.0], [-0.1, 0.1, 0.1], [0.0, 0.0, 0.0], [-0.1, 0.0, 0.0], [-0.1, 0.1, 0.0], [0.1, 0.0, 0.4], [0.0, -0.3, -0.3], [-0.2, 0.2, -0.4], [0.1, 0.0, 0.3], [0.0, 0.1, 0.2], [0.2, 0.0, 0.2], [1.4, -1.6, 0.6], [0.0, 0.0, 0.0], [0.0, 0.0, 0.0], [0.0, 0.0, 0.0], [0.0, 0.0, 0.0], [-2.0, -0.5, 0.8], [-2.1, -0.7, 0.5], [0.6, -0.1, -0.3], [0.0, 0.2, 0.1], [-0.2, -0.2, 0.1]]
}

Entry 6:
{
  "formula": "C11H14N2OS",
  "method": "wB97M-V/def2-TZVPD",
  "homo_ha": -0.329,
  "elements": ["C", "C", "C", "C", "C", "C", "C", "C", "C", "C", "C", "N", "N", "O", "S", "H", "H", "H", "H", "H", "H", "H", "H", "H", "H", "H", "H", "H", "H"],
  "positions_angstrom": [[0.423, 1.483, -0.842], [-0.900, 1.456, -0.949], [1.619, -0.263, 0.660], [-1.753, -0.615, 0.157], [2.986, 0.326, 1.033], [-0.313, -0.964, 2.338], [0.477, 0.077, 1.601], [1.408, 0.346, -0.768], [-1.835, 0.273, -1.053], [-1.026, -0.095, 1.346], [-1.611, -0.493, -2.366], [3.510, 0.882, -0.200], [2.716, 0.882, -1.115], [-3.176, -2.530, -0.854], [-2.401, -2.126, 0.324], [0.900, 2.454, -0.787], [-1.398, 2.416, -0.974], [2.927, 1.145, 1.756], [3.693, -0.410, 1.416], [-0.148, -1.992, 2.052], [-0.507, -0.838, 3.393], [0.679, 0.987, 2.160], [1.699, -1.350, 0.562], [1.158, -0.423, -1.501], [-2.862, 0.663, -1.096], [-1.583, 0.737, 1.777], [-1.695, 0.196, -3.202], [-2.357, -1.274, -2.476], [-0.628, -0.951, -2.392]],
  "forces_ev_per_angstrom": [[0.1, 0.1, -0.1], [-0.1, 0.2, 0.0], [-0.9, -0.1, -0.3], [0.7, -1.1, 0.5], [-0.7, -0.4, 0.5], [0.0, 0.0, 0.4], [0.0, -0.2, 0.0], [-0.6, -0.5, 0.6], [-0.1, -0.1, -0.3], [0.0, 0.1, 0.5], [-0.2, 0.0, -0.1], [1.3, 0.3, 0.3], [0.0, 0.3, -1.4], [-0.4, -0.5, -0.2], [0.7, 1.7, -0.1], [-0.1, 0.1, 0.0], [0.0, 0.2, 0.0], [0.0, -0.1, 0.0], [0.0, 0.1, 0.0], [0.1, -0.1, -0.1], [-0.1, 0.0, 0.1], [-0.2, 0.0, 0.0], [0.0, 0.1, 0.0], [0.0, 0.0, 0.1], [0.1, 0.0, 0.0], [0.1, -0.1, 0.0], [0.1, 0.1, -0.1], [0.0, 0.0, -0.1], [0.1, 0.0, 0.0]]
}

Entry 7:
{
  "formula": "C11H14N4",
  "method": "wB97M-V/def2-TZVPD",
  "charge": 2,
  "homo_ha": -0.617,
  "smiles": "C/[N+]1=C2\\C=CC=C[C@@H]2NN=C=[NH+]/C=C\\C1",
  "elements": ["C", "C", "C", "C", "C", "C", "C", "C", "C", "C", "C", "N", "N", "N", "N", "H", "H", "H", "H", "H", "H", "H", "H", "H", "H", "H", "H", "H", "H"],
  "positions_angstrom": [[3.557, -0.507, -0.460], [2.689, -1.346, 0.155], [3.085, 0.906, -0.646], [1.387, -0.839, 0.748], [1.865, 1.311, -0.469], [0.796, 0.487, 0.066], [-2.806, 0.053, 0.698], [-3.274, -0.517, -0.380], [-1.296, -1.644, -0.921], [-1.371, 0.352, 1.241], [-0.944, 2.001, -0.448], [0.355, -1.948, 0.791], [-0.656, -2.113, -0.054], [-2.430, -1.170, -1.321], [-0.474, 0.756, 0.138], [4.509, -0.762, -0.881], [2.995, -2.419, 0.211], [3.829, 1.633, -1.079], [1.675, -0.517, 1.736], [1.615, 2.427, -0.649], [-3.388, 0.663, 1.330], [-4.405, -0.662, -0.640], [-1.373, 1.217, 1.845], [-1.028, -0.412, 1.767], [-0.769, 2.798, 0.366], [-0.201, 2.247, -1.194], [-1.890, 2.024, -0.873], [0.650, -2.748, 1.269], [-2.704, -1.271, -2.347]],
  "forces_ev_per_angstrom": [[-2.3, 1.1, 0.5], [1.6, 0.0, -1.2], [4.3, -1.6, -1.2], [-1.5, 0.2, -2.3], [-4.5, 3.4, 0.3], [2.5, -2.3, 1.0], [1.9, 1.6, 1.5], [-2.7, -0.8, -1.0], [-1.4, 0.2, -0.6], [-2.2, 1.3, -4.2], [3.5, 2.3, 1.5], [-0.3, 2.0, -1.0], [2.5, -0.2, 1.7], [0.6, -0.7, -2.2], [0.0, 0.4, 0.2], [0.2, -0.4, 0.1], [-0.7, 0.9, 0.4], [-0.8, -0.8, 0.7], [-0.4, -0.1, 1.0], [0.5, -2.1, 0.1], [-1.8, -0.2, 0.4], [2.3, 0.7, 0.6], [-0.5, 0.9, 0.9], [1.7, -3.4, 2.3], [-0.9, -0.9, -1.2], [-0.4, 0.2, -0.5], [-1.8, -0.4, -0.3], [0.1, -1.7, 0.6], [0.4, 0.3, 1.9]]
}

Entry 8:
{
  "formula": "C11H14N4S2",
  "method": "wB97M-V/def2-TZVPD",
  "homo_ha": -0.295,
  "smiles": "CC(C)NC(=S)NNc1nc2ccccc2s1",
  "elements": ["C", "H", "H", "C", "N", "C", "S", "N", "H", "N", "C", "N", "C", "C", "C", "C", "C", "C", "S", "H", "H", "H", "H", "H", "H", "C", "H", "H", "H", "H", "H"],
  "positions_angstrom": [[-2.531, -1.689, 1.886], [-3.440, -1.578, 2.180], [-2.203, -2.660, 1.710], [-2.393, -1.077, 0.401], [-2.660, 0.205, 0.424], [-2.502, 1.297, -0.231], [-3.255, 2.731, 0.095], [-1.660, 1.261, -1.503], [-1.516, 2.162, -1.927], [-0.625, 0.216, -1.524], [0.537, 0.653, -1.013], [1.496, -0.171, -1.461], [2.746, -0.078, -0.784], [4.004, -0.384, -0.758], [5.012, 0.009, -0.163], [4.757, 1.051, 0.972], [3.620, 1.509, 1.040], [2.504, 1.124, 0.309], [0.985, 1.820, 0.124], [3.397, 2.540, 1.786], [5.611, 1.448, 1.339], [5.886, -0.320, 0.030], [4.117, -1.176, -1.427], [-0.789, -0.263, -2.174], [-3.379, 0.800, 1.030], [-3.357, -1.626, -0.580], [-3.225, -2.892, -0.709], [-4.421, -1.373, -0.237], [-3.443, -1.186, -1.421], [-1.396, -1.232, 0.131], [-1.876, -1.123, 2.452]],
  "forces_ev_per_angstrom": [[4.3, 0.9, -5.3], [-5.9, 0.3, 2.0], [0.3, -1.9, 0.6], [-0.2, -5.0, 1.7], [-3.3, 8.5, 3.7], [3.7, 1.6, -6.4], [-0.3, 0.5, 0.3], [-1.6, -2.3, 3.3], [0.5, 0.1, 0.0], [-1.8, 13.5, 12.6], [4.0, -4.3, -2.5], [2.6, -0.5, 1.0], [-9.4, 8.9, 4.8], [-2.0, -6.4, -6.6], [-0.1, 8.1, 8.6], [6.8, -6.3, -5.6], [-9.7, 8.2, 3.8], [1.7, -3.9, -3.4], [-1.0, 0.7, 1.0], [0.7, -3.0, -1.9], [2.3, 1.1, 1.8], [6.1, -3.0, -0.3], [1.0, -1.8, -1.6], [-1.5, -9.4, -12.3], [0.8, -3.1, 0.5], [-2.1, -7.5, 5.2], [-0.6, 3.7, 0.2], [1.2, -1.0, 0.3], [0.7, 2.9, -6.4], [1.5, -0.5, -0.6], [1.4, 0.8, 1.4]]
}

no.,total energy (eV)
1,-39263.7510
2,-47655.7788
3,-14613.4998
4,-16661.0577
5,-198282.9079
6,-27493.3438
7,-17572.3485
8,-39254.6750